(1)
Molecular formula: C35H30BiBrF5N8O3S
Method: DFT, ωB97M-V/def2-TZVPD

XYZ file:
```
84
Properties=species:S:1:pos:R:3
Bi 0.17627 0.06009 -0.33055
C -2.44946 1.20265 -2.15348
C -1.44639 1.23720 -3.32468
C -0.26017 2.14500 -3.14390
C -0.10866 3.26611 -3.94376
C 1.03142 4.04323 -3.82817
C 2.00345 3.66663 -2.92049
C 1.77578 2.54884 -2.14294
N 0.66789 1.80567 -2.23395
N -2.43498 -0.06925 -1.41098
C -2.68149 -1.22720 -2.27058
C -1.47321 -1.99173 -2.76015
C -1.62697 -2.79214 -3.88359
C -0.59492 -3.62620 -4.27014
C 0.56426 -3.63928 -3.51256
C 0.65129 -2.78694 -2.42953
N -0.33559 -1.96108 -2.05797
C -3.44330 -0.05427 -0.35182
C -3.21584 0.94076 0.75443
C -4.31340 1.44276 1.43868
C -4.10783 2.26029 2.53581
C -2.80899 2.55762 2.90858
C -1.77479 2.03140 2.15887
N -1.96127 1.24107 1.09866
H -3.46037 1.38370 -2.54217
H -2.22889 2.00564 -1.44659
H -1.96504 1.53540 -4.23375
H -1.05449 0.23623 -3.50871
H -0.87507 3.51452 -4.66534
H 1.16234 4.92026 -4.44820
H 2.92025 4.22674 -2.80486
H 2.51480 2.21410 -1.42503
H -3.30115 -0.95037 -3.13254
H -3.26412 -1.95500 -1.70142
H -2.55838 -2.76779 -4.43525
H -0.69491 -4.25478 -5.14544
H 1.39588 -4.28424 -3.75797
H 1.54857 -2.75707 -1.83196
H -3.44910 -1.04437 0.10962
H -4.44627 0.11140 -0.77002
H -5.31404 1.18763 1.11449
H -4.94902 2.65452 3.09076
H -2.59531 3.18083 3.76517
H -0.74838 2.22695 2.42994
Br -2.66595 -4.33254 -0.72422
C -2.69740 -3.37916 0.92307
C -3.73238 -3.63931 1.81120
C -3.73683 -2.93408 3.00177
C -2.70534 -2.04603 3.26565
C -1.70782 -1.89445 2.31780
N -1.71724 -2.53188 1.14015
C -0.52378 -1.00101 2.62631
O -0.48249 -0.40584 3.68568
O 0.39365 -0.94424 1.70785
H -4.48590 -4.37731 1.57891
H -4.52837 -3.09216 3.72258
H -2.64743 -1.48171 4.18486
F 6.10277 -4.23265 1.87331
C 5.31251 -3.38640 1.22075
C 3.94274 -3.56460 1.22251
F 3.40425 -4.59254 1.87793
C 3.12894 -2.68098 0.53444
F 1.80958 -2.91974 0.54124
C 3.63435 -1.58802 -0.15381
S 2.69230 -0.40209 -1.04878
C 5.02055 -1.43401 -0.13285
F 5.58532 -0.39944 -0.76213
C 5.85245 -2.31248 0.53320
F 7.17095 -2.12571 0.52504
C 3.70655 2.88108 3.58483
N 2.71378 2.77015 2.53396
C 2.04436 3.87764 1.88330
C 1.08563 3.14404 0.95160
O 0.26912 3.66447 0.22777
N 1.30320 1.78824 1.08109
C 2.21787 1.62151 2.05754
N 2.59313 0.42663 2.49457
H 3.89994 3.93376 3.76855
H 4.64421 2.40693 3.29053
H 3.35140 2.43377 4.51585
H 2.72259 4.51315 1.31075
H 1.49272 4.49881 2.59104
H 1.91051 -0.31840 2.32267
H 3.15521 0.37104 3.32701
```

Summary:
* HOMO energy: -10.35 eV
* ΔE to the lowest compared entry with this formula, charge and spin: 10.98 kJ/mol
* maximum force: 0.63 eV/A
* energy: -5701.5675 Ha
* lowest unoccupied orbital energy: -0.080 Ha
* net charge: +1

Results of the Mulliken charge analysis, in e, for atoms 1 through 6:
1. Bi 3.574
2. C -1.312
3. C -0.331
4. C 0.141
5. C -0.942
6. C -0.541

(2)
Molecular formula: C10H15ClFIN3O2PSr
Method: DFT, ωB97M-V/def2-TZVPD

XYZ file:
```
35
Properties=species:S:1:pos:R:3
C -0.62966 -3.88454 0.33351
C -0.84449 -2.49485 -0.43795
C -1.02648 -1.28152 0.51964
I 0.15835 -1.46735 2.30679
C -0.93286 0.06693 -0.22615
C -2.01981 -0.10311 -1.19048
N -2.87785 -0.29817 -1.93803
C 0.31837 0.31308 -1.12521
C 1.70850 0.15658 -0.53963
C 2.73545 0.82996 -1.44584
F 2.12351 -1.26065 -0.45668
C -1.29094 1.35143 0.64483
Cl -2.33878 0.98146 2.01938
C -2.01591 2.25845 -0.20104
N -2.53340 3.00186 -0.92516
P 0.09816 2.45253 1.27334
N -0.59444 3.68423 1.86755
O 1.00308 2.86734 0.05344
O 1.04022 1.69442 2.32166
H 0.37852 -4.03820 0.78229
H -0.76220 -4.69682 -0.41867
H -1.39875 -4.05403 1.05383
H -1.78660 -2.60107 -0.94283
H -0.10443 -2.29083 -1.24613
H -2.04538 -1.37947 0.83629
H 0.20951 1.28952 -1.54937
H 0.24262 -0.36412 -1.96401
H 1.85114 0.56698 0.44244
H 2.23635 1.37525 -2.22141
H 3.38534 1.48172 -0.89796
H 3.30101 0.06789 -1.95243
H -0.35503 3.84562 2.83323
H 0.71063 3.76955 -0.15425
H 0.50439 1.52852 3.10311
Sr 1.55186 -3.36860 -0.55813
```

Summary:
* HOMO energy: -14.72 eV
* maximum force: 4.46 eV/A
* energy: -1933.9785 Ha
* lowest unoccupied orbital energy: -0.305 Ha
* net charge: +2

Results of the Mulliken charge analysis, in e, for atoms 1 through 6:
1. C -1.560
2. C -1.481
3. C -0.794
4. I 0.246
5. C 0.945
6. C -0.322

(3)
Molecular formula: C4H8O3
Method: DFT, ωB97M-V/def2-TZVPD

XYZ file:
```
15
Properties=species:S:1:pos:R:3
C 1.53560 -0.41902 -1.01644
C 1.11981 -1.01622 0.28974
O 0.84566 -2.16011 0.50351
O 1.05010 -0.16933 1.34694
O 1.36896 1.17890 1.05888
H 2.51224 0.04811 -0.90783
H 1.56833 -1.19546 -1.77337
H 0.82420 0.35567 -1.29584
H 1.16533 1.61658 1.89834
C -2.04368 0.37622 0.63435
C -1.95284 0.21219 -0.66879
H -2.20789 1.34554 1.07776
H -1.95468 -0.45199 1.31789
H -2.04053 1.03781 -1.35729
H -1.79062 -0.75888 -1.10784
```

Summary:
* HOMO energy: -10.30 eV
* ΔE to the lowest compared entry with this formula, charge and spin: 410.93 kJ/mol
* maximum force: 1.36 eV/A
* energy: -382.8083 Ha
* lowest unoccupied orbital energy: 0.023 Ha
* net charge: 0

Results of the Mulliken charge analysis, in e, for atoms 1 through 6:
1. C -0.907
2. C 0.685
3. O -0.559
4. O -0.152
5. O -0.322
6. H 0.368

(4)
Molecular formula: C4H8N2O
Method: DFT, ωB97M-V/def2-TZVPD

XYZ file:
```
15
Properties=species:S:1:pos:R:3
C -0.27559 1.33762 -1.06171
C 0.06493 0.18338 -0.15130
C -1.02584 -0.86239 -0.02468
N -0.99830 -1.55405 1.14430
O -1.81878 -1.06688 -0.92904
C 1.47470 -0.27276 -0.04275
N 0.83091 0.41009 1.07604
H 0.59248 1.99282 -1.19558
H -0.59114 0.96100 -2.03732
H -1.09942 1.92980 -0.64882
H -0.44802 -1.17962 1.90530
H -1.74778 -2.20243 1.32795
H 1.69477 -1.32400 0.12812
H 2.21835 0.26749 -0.62643
H 1.12875 1.37994 1.13590
```

Summary:
* HOMO energy: -9.53 eV
* ΔE to the lowest compared entry with this formula, charge and spin: 109.80 kJ/mol
* maximum force: 0.40 eV/A
* energy: -341.9618 Ha
* lowest unoccupied orbital energy: 0.037 Ha
* net charge: 0

Results of the Mulliken charge analysis, in e, for atoms 1 through 6:
1. C -1.389
2. C 1.264
3. C 0.069
4. N -0.357
5. O -0.633
6. C -0.604

(5)
Molecular formula: C4H8N3S
Method: DFT, ωB97M-V/def2-TZVPD

XYZ file:
```
16
Properties=species:S:1:pos:R:3
C 0.58653 -0.78600 0.03566
C 2.02236 0.97003 0.18923
C -0.14880 0.51210 -0.21214
C -2.61702 -0.49514 0.44453
N 0.20081 -0.62502 -1.30437
N 1.93628 -0.32435 0.38497
N 0.86362 1.50742 -0.13073
S -1.81599 1.04208 -0.07785
H 0.25487 -1.63681 0.62383
H 2.93993 1.53470 0.26581
H 0.76379 -0.93456 -2.20427
H -2.42054 -0.66918 1.49728
H -2.25562 -1.30537 -0.18156
H -3.68235 -0.34983 0.28479
H 2.69032 -0.92693 0.68243
H 0.68179 2.48688 -0.29760
```

Summary:
* <S²>: 2.0090
* HOMO energy (alpha / beta): -9.51 / -13.47 eV
* ΔE to the lowest compared entry with this formula, charge and spin: 322.04 kJ/mol
* maximum force: 5.41 eV/A
* energy: -719.2113 Ha
* lowest unoccupied orbital energy (alpha / beta): -0.104 / -0.277 Ha
* net charge: +1
* spin multiplicity: 3

Results of the Mulliken charge analysis, in e, for atoms 1 through 6:
1. C 0.179
2. C -0.477
3. C 0.253
4. C -0.828
5. N -0.256
6. N -0.183

(6)
Molecular formula: C3H4N2S
Method: DFT, ωB97M-V/def2-TZVPD

XYZ file:
```
10
Properties=species:S:1:pos:R:3
C -0.63506 -1.00040 0.19580
C 0.51373 0.00229 0.26161
C 1.64198 -0.12352 1.12291
N 2.37200 -0.07348 2.10018
N 0.45279 1.06607 -0.48460
S -0.98123 1.21600 -1.56107
H -1.51643 -0.54477 0.73658
H -0.12273 -1.99315 0.65837
H -0.96060 -1.12287 -0.99845
H -0.76445 2.57383 -2.03134
```

Summary:
* HOMO energy: -9.69 eV
* ΔE to the lowest compared entry with this formula, charge and spin: 286.61 kJ/mol
* maximum force: 7.68 eV/A
* energy: -624.3166 Ha
* lowest unoccupied orbital energy: -0.011 Ha
* net charge: 0

Results of the Mulliken charge analysis, in e, for atoms 1 through 6:
1. C -0.987
2. C 0.887
3. C 0.049
4. N -0.431
5. N -0.489
6. S -0.172

The lowest maximum force belongs to which entry? C4H8N2O

What did the fourth record say?
Molecular formula: C4H8N2O
Method: DFT, ωB97M-V/def2-TZVPD

XYZ file:
```
15
Properties=species:S:1:pos:R:3
C -0.27559 1.33762 -1.06171
C 0.06493 0.18338 -0.15130
C -1.02584 -0.86239 -0.02468
N -0.99830 -1.55405 1.14430
O -1.81878 -1.06688 -0.92904
C 1.47470 -0.27276 -0.04275
N 0.83091 0.41009 1.07604
H 0.59248 1.99282 -1.19558
H -0.59114 0.96100 -2.03732
H -1.09942 1.92980 -0.64882
H -0.44802 -1.17962 1.90530
H -1.74778 -2.20243 1.32795
H 1.69477 -1.32400 0.12812
H 2.21835 0.26749 -0.62643
H 1.12875 1.37994 1.13590
```

Summary:
* HOMO energy: -9.53 eV
* ΔE to the lowest compared entry with this formula, charge and spin: 109.80 kJ/mol
* maximum force: 0.40 eV/A
* energy: -341.9618 Ha
* lowest unoccupied orbital energy: 0.037 Ha
* net charge: 0

Results of the Mulliken charge analysis, in e, for atoms 1 through 6:
1. C -1.389
2. C 1.264
3. C 0.069
4. N -0.357
5. O -0.633
6. C -0.604

Among the records above, which one has the lowest energy? C35H30BiBrF5N8O3S